No. 1
The following is a quantum chemistry calculation of 2 unconnected molecules or ions with the total composition CH3BrOS, from the Open Molecules 2025 dataset.

Structure (XYZ):
```
7
Properties=species:S:1:pos:R:3:nbo_charge:R:1
H 0.702 0.986 -0.353 0.209
O -0.056 -0.633 0.599 -0.601
C 1.057 -0.031 0.011 -0.257
H 1.755 -0.037 0.811 0.204
S -1.413 -1.057 -0.205 0.604
Br -3.655 1.300 -0.187 -0.352
H 1.611 -0.528 -0.677 0.193
```

Values from the calculation:
**Orbital gap (alpha / beta)**: 6.06 / 6.09 eV
**Total energy**: -84007.11649 eV
**E_HOMO (alpha / beta)**: -0.3564 / -0.3572 hartree
**E_LUMO (alpha / beta)**: -3.64 / -3.63 eV
**Relative energy (zero: lowest compared OMol25 entry of this formula, charge and spin)**: 284.8 kJ/mol

No. 2
The following is a quantum chemistry calculation of 2 unconnected molecules or ions with the total composition CH3BrP2, from the Open Molecules 2025 dataset.

Structure (XYZ):
```
7
Properties=species:S:1:pos:R:3:nbo_charge:R:1
H -1.859 -1.489 -1.897 -0.009
P -0.572 -1.118 -1.377 -0.099
C 0.658 0.304 0.842 -0.747
P -0.973 -0.315 0.399 0.353
H -0.089 1.922 0.546 0.160
H 0.688 0.465 1.912 0.234
Br 2.148 0.232 -0.425 0.107
```

Values from the calculation:
**Orbital gap**: 7.95 eV
**Total energy**: -89701.39264 eV
**E_HOMO**: -0.3236 hartree
**E_LUMO**: -0.86 eV
**Relative energy (zero: lowest compared OMol25 entry of this formula, charge and spin)**: 281.9 kJ/mol

No. 3
The following is a quantum chemistry calculation of 2 unconnected molecules or ions with the total composition CH3Cl2FSi, from the Open Molecules 2025 dataset.

Structure (XYZ):
```
8
Properties=species:S:1:pos:R:3:nbo_charge:R:1
H -2.036 1.767 0.167 0.152
C -1.498 2.091 -0.800 0.043
Si 1.681 -1.687 1.184 0.943
F -1.203 1.100 -1.677 -0.341
H 1.182 -0.469 0.551 -0.173
H -1.238 3.080 -1.110 0.147
Cl 0.427 -3.144 1.951 -0.380
Cl 2.686 -2.738 -0.266 -0.391
```

Values from the calculation:
**Orbital gap (alpha / beta)**: 7.32 / 8.69 eV
**Total energy**: -36724.14837 eV
**E_HOMO (alpha / beta)**: -0.3183 / -0.3082 hartree
**E_LUMO (alpha / beta)**: -1.34 / 0.31 eV
**Relative energy (zero: lowest compared OMol25 entry of this formula, charge and spin)**: 652.5 kJ/mol

No. 4
The following is a quantum chemistry calculation of 2 unconnected molecules or ions with the total composition CH3Cl2FSi, from the Open Molecules 2025 dataset.

Structure (XYZ):
```
8
Properties=species:S:1:pos:R:3:nbo_charge:R:1
H -1.420 0.721 -0.682 0.199
F 0.124 1.702 -1.044 -0.376
C -0.409 0.447 -0.815 -0.385
H -0.093 -0.066 -1.710 0.213
Si 0.292 -0.427 0.727 1.208
Cl 0.696 0.593 2.476 -0.339
Cl -1.115 -1.813 1.100 -0.353
H 1.924 -1.156 -0.051 -0.167
```

Values from the calculation:
**Orbital gap**: 10.92 eV
**Total energy**: -36726.59282 eV
**E_HOMO**: -0.3839 hartree
**E_LUMO**: 0.47 eV
**Relative energy (zero: lowest compared OMol25 entry of this formula, charge and spin)**: 416.7 kJ/mol

| no. | largest force on an atom (eV Å⁻¹) |
| --- | --- |
| 1 | 3.826 |
| 2 | 4.529 |
| 3 | 2.296 |
| 4 | 3.703 |